(P)
Entry from OMol25: a cluster of 2 separate species, C4H9N4 in total (ωB97M-V/def2-TZVPD).

```
17
Properties=species:S:1:pos:R:3:mulliken_charge:R:1
C 2.63 -0.59 -0.72 -0.384
C 3.09 0.46 0.15 -0.235
C -2.42 0.53 -0.76 -0.891
C -1.99 -1.12 0.90 -0.101
N 1.31 -0.71 -0.52 -0.461
N 0.94 0.19 0.34 0.155
N 1.98 0.91 0.73 -0.375
N -1.61 -0.10 0.19 0.032
H 3.06 -1.28 -1.32 0.485
H 3.99 0.80 0.42 0.485
H -2.66 1.53 -0.66 0.360
H -1.87 0.41 -1.71 0.332
H -3.45 0.21 -0.97 0.331
H -2.87 -1.81 0.81 0.277
H 1.82 1.82 1.28 0.283
H -1.31 -1.53 1.53 0.311
H -0.64 0.29 0.31 0.397
```

M, g mol⁻¹: 113.14
Total charge: +1
Spin multiplicity: 1

***

(Q)
Entry from OMol25: the ion C4H9N4 with charge +1 (ωB97M-V/def2-TZVPD).

```
17
Properties=species:S:1:pos:R:3:mulliken_charge:R:1
C -2.00 0.38 0.24 -0.304
N -1.70 -0.72 -0.42 -0.073
C -0.52 -1.02 -1.05 0.459
N -0.55 -2.05 -1.93 -0.457
C 0.67 -0.37 -0.73 -0.199
N 0.82 0.40 0.32 0.044
N 1.69 1.24 0.56 -0.438
C 1.89 1.71 1.88 -0.643
H -2.88 0.41 0.85 0.308
H -1.37 1.25 0.16 0.319
H -2.40 -1.46 -0.44 0.306
H 0.28 -2.27 -2.46 0.217
H -1.42 -2.37 -2.33 0.213
H 1.56 -0.72 -1.26 0.322
H 1.63 2.77 1.91 0.266
H 1.35 1.15 2.65 0.376
H 2.97 1.66 2.07 0.285
```

M, g mol⁻¹: 113.14
Total charge: +1
SMILES string: C=[NH+]/C(N)=C\N=N\C
Spin multiplicity: 1

***

So which one is most stable? That would be (P), about 0.633 eV below the next structure.

***

(P)
Entry from OMol25: a cluster of 2 separate species, C2H9NOS2 in total (ωB97M-V/def2-TZVPD).

```
15
Properties=species:S:1:pos:R:3:mulliken_charge:R:1
C 3.04 -0.39 -0.74 -0.745
S 3.07 1.35 -0.28 -0.096
S 1.05 1.51 0.41 -0.225
H 3.97 -0.94 -0.56 0.304
H 2.33 -0.93 -0.11 0.291
H 2.74 -0.51 -1.78 0.277
H 1.43 1.37 1.68 0.179
N -2.38 0.54 0.96 -0.461
C -2.46 -0.68 0.16 -0.311
O -1.28 -0.96 -0.60 -0.464
H -1.45 0.61 1.32 0.178
H -2.91 1.28 0.55 0.241
H -3.24 -0.49 -0.57 0.323
H -2.67 -1.54 0.78 0.240
H -1.23 -0.22 -1.22 0.268
```

M, g mol⁻¹: 127.23
Total charge: 0
SMILES string: CSS.NCO
Spin multiplicity: 1

***

(Q)
Entry from OMol25: a cluster of 2 separate species, C2H9NOS2 in total (ωB97M-V/def2-TZVPD).

```
15
Properties=species:S:1:pos:R:3:mulliken_charge:R:1
C -0.16 -2.55 -1.32 -0.780
S 0.23 -0.81 -1.08 -0.020
S 2.14 -0.57 -1.83 -0.199
H -0.44 -2.70 -2.37 0.292
H 0.70 -3.20 -1.17 0.310
H -1.02 -2.84 -0.72 0.259
H 2.84 -1.22 -0.87 0.139
N -0.98 0.88 1.67 -0.486
C -0.60 2.21 1.27 -0.204
O 0.31 2.19 0.23 -0.485
H -0.62 0.12 1.11 0.182
H -0.75 0.63 2.62 0.228
H -0.08 2.70 2.10 0.205
H -1.49 2.78 0.97 0.254
H -0.09 2.38 -0.61 0.306
```

M, g mol⁻¹: 127.23
Total charge: 0
SMILES string: CSS.NCO
Spin multiplicity: 1

***

So which one is most stable? That would be (Q), about 0.131 eV below the next structure.

***

(P)
Entry from OMol25: an isolated molecule of C5H6O3 (ωB97M-V/def2-TZVPD).

```
14
Properties=species:S:1:pos:R:3:mulliken_charge:R:1
C -0.85 -1.02 -0.84 -1.375
C 0.04 -0.16 0.02 1.015
C -0.37 1.26 0.41 0.381
O 0.03 1.85 1.38 -0.585
O -1.32 1.76 -0.40 -0.446
C 1.08 -0.73 0.99 -0.752
C 1.50 -0.09 -0.25 0.348
O 2.34 0.19 -1.05 -0.517
H -1.85 -0.59 -0.87 0.365
H -0.48 -1.08 -1.87 0.321
H -0.90 -2.03 -0.44 0.354
H -1.58 2.64 -0.09 0.348
H 1.22 -0.17 1.91 0.251
H 1.14 -1.81 1.10 0.292
```

M, g mol⁻¹: 114.10
Total charge: 0
SMILES string: C[C@@]1(C(=O)O)CC1=O
Spin multiplicity: 1

***

(Q)
Entry from OMol25: an isolated molecule of C5H6O3 (ωB97M-V/def2-TZVPD).

```
14
Properties=species:S:1:pos:R:3:mulliken_charge:R:1
O 0.72 1.30 -1.46 -0.504
C 0.25 0.84 -0.48 0.075
C 0.84 0.64 0.96 0.231
O 2.17 0.66 1.14 -0.490
C -0.05 -0.54 1.36 -0.365
C -1.10 -0.72 0.48 -0.588
C -1.11 0.01 -0.83 0.451
O -0.92 -0.97 -1.94 -0.536
H 0.41 1.46 1.64 0.211
H 2.28 0.53 0.12 0.366
H 0.38 -1.41 2.07 0.286
H -1.76 -1.65 0.44 0.292
H -2.03 0.67 -1.03 0.233
H -0.07 -0.83 -2.48 0.339
```

M, g mol⁻¹: 114.10
Total charge: 0
SMILES string: O=C1[C@H](O)C=C[C@@H]1O
Spin multiplicity: 1

***

So which one is most stable? That would be (P), about 2.239 eV below the next structure.

***

(P)
Entry from OMol25: an isolated molecule of C5H6O3 (ωB97M-V/def2-TZVPD).

```
14
Properties=species:S:1:pos:R:3:mulliken_charge:R:1
O 2.61 0.37 0.49 -0.570
C 1.49 0.29 -0.03 0.627
C 0.66 1.37 -0.05 -0.102
C -0.60 1.42 -0.40 -0.518
C -1.45 0.10 0.11 -0.248
O -0.34 -0.79 0.82 -0.464
C 0.30 -1.67 -0.11 -0.207
O 1.26 -0.87 -0.77 -0.337
H 0.95 2.32 0.29 0.355
H -1.08 2.32 -0.40 0.387
H -2.13 0.31 1.15 0.268
H -1.97 -0.58 -0.86 0.260
H 0.69 -2.42 0.60 0.252
H -0.37 -2.17 -0.84 0.298
```

M, g mol⁻¹: 114.10
Total charge: 0
SMILES string: O=C1C=CCOCO1
Spin multiplicity: 1

***

(Q)
Entry from OMol25: a structure of composition C5H6O3 (ωB97M-V/def2-TZVPD).

```
14
Properties=species:S:1:pos:R:3:mulliken_charge:R:1
C -1.02 0.41 -0.99 0.231
C -1.05 0.35 0.55 0.042
C -0.50 -0.96 0.97 -0.604
C 1.45 -0.22 -0.32 -0.481
C 0.49 0.93 -0.66 -0.027
H -1.91 0.67 1.00 0.528
H -0.65 -1.16 1.96 0.396
H -1.10 -1.72 0.47 0.290
H 2.44 0.19 -0.12 0.370
H 1.55 -0.82 -1.33 0.257
H 1.11 1.79 -1.06 0.336
O -1.84 0.38 -1.85 -0.501
O 0.87 -1.07 0.72 -0.361
O 0.15 1.25 0.66 -0.476
```

M, g mol⁻¹: 114.10
Total charge: 0
Spin multiplicity: 1

***

(R)
Entry from OMol25: an isolated molecule of C5H6O3 (ωB97M-V/def2-TZVPD).

```
14
Properties=species:S:1:pos:R:3:mulliken_charge:R:1
C -2.20 -0.24 -0.28 -0.897
C -1.02 -0.14 0.34 0.736
C -0.44 1.14 0.81 -0.011
O 0.53 1.17 1.54 -0.470
O -0.20 -1.22 0.49 -0.392
C 1.15 -1.01 0.40 0.631
C 1.58 -0.01 -0.78 -0.972
O 1.92 -1.76 0.92 -0.513
H -2.85 0.62 -0.34 0.250
H -2.54 -1.18 -0.66 0.299
H -1.11 2.01 0.69 0.321
H 0.82 0.31 -1.50 0.346
H 2.33 -0.55 -1.34 0.343
H 2.04 0.86 -0.29 0.329
```

M, g mol⁻¹: 114.10
Total charge: 0
SMILES string: C=C(C=O)OC(C)=O
Spin multiplicity: 1

***

So which one is most stable? That would be (R), about 1.984 eV below the next structure.